DFT (ωB97M-V/def2-TZVPD) results for a cluster of 2 separate species, H3O5 in total in a non-equilibrium geometry.

Geometry as XYZ:
```
8
H3O5 | the OMol25 dataset | ωB97M-V/def2-TZVPD
O -0.83 -0.49 0.54
O 0.42 -1.85 0.75
O 0.34 2.09 -1.38
O -0.74 0.21 -0.42
O 0.00 1.55 -0.18
H 1.11 -1.83 1.47
H -0.14 -2.72 0.79
H -0.16 3.04 -1.57
```

Output
⟨S²⟩: 2.048
Net charge: +1
Highest occupied orbital energy (alpha / beta) (eV): -15.75 / -16.50
Energy (eV): -10265.6468
Spin multiplicity: 3
Gap between HOMO and LUMO (alpha / beta) (Eh): 0.35247 / 0.25135
LUMO (alpha / beta) (eV): -6.16 / -9.66

Calculated atomic charges, method Mulliken, unit e:
1 O 0.075
2 O -0.560
3 O -0.151
4 O 0.264
5 O 0.118
6 H 0.384
7 H 0.398
8 H 0.471

***

DFT (ωB97M-V/def2-TZVPD) results for a cluster of 8 separate species, C44H54BN8O2PS in total in a non-equilibrium geometry.

Geometry as XYZ:
```
111
C44H54BN8O2PS | the OMol25 dataset | ωB97M-V/def2-TZVPD
C 0.96 -1.88 -3.52
C 0.28 -0.55 -3.18
P 0.83 0.86 -4.25
C 1.60 2.04 -3.06
C -0.75 1.69 -4.68
C -1.04 2.12 -5.96
C -2.26 2.70 -6.27
C -3.23 2.88 -5.30
C -2.92 2.48 -4.00
C -1.71 1.89 -3.67
S -4.19 2.72 -2.77
C -5.56 2.20 -3.77
C -6.57 1.37 -3.26
C -6.51 0.90 -1.83
B -5.47 -0.29 -1.77
O -5.62 -1.43 -2.61
O -4.40 -0.25 -0.93
C -7.59 0.97 -4.13
C -7.59 1.40 -5.44
C -6.59 2.22 -5.93
C -5.56 2.62 -5.10
N -4.50 3.46 -5.61
H 0.44 -2.65 -2.95
H 1.96 -1.85 -3.11
H 0.95 -2.12 -4.57
H 0.48 -0.30 -2.14
H -0.80 -0.67 -3.24
H 2.09 2.82 -3.64
H 2.29 1.51 -2.42
H 0.82 2.52 -2.48
H -0.30 1.96 -6.74
H -2.44 3.01 -7.28
H -1.54 1.60 -2.65
H -7.49 0.53 -1.52
H -6.15 1.67 -1.17
H -5.27 -1.18 -3.47
H -3.60 -0.62 -1.33
H -8.35 0.31 -3.74
H -8.40 1.07 -6.08
H -6.61 2.54 -6.96
H -4.57 4.33 -5.08
N 5.99 2.48 0.10
C 5.31 3.50 -0.52
C 3.97 3.24 -0.38
C 3.84 2.03 0.34
C 5.10 1.59 0.63
H 6.99 2.41 0.15
H 5.83 4.31 -0.99
H 3.17 3.86 -0.76
H 2.92 1.54 0.63
H 5.44 0.71 1.15
N 6.18 0.24 4.08
C 5.71 -1.04 4.07
C 6.30 -1.71 5.11
C 7.15 -0.79 5.78
C 7.05 0.41 5.12
H 5.93 0.96 3.42
H 5.01 -1.37 3.32
H 6.13 -2.74 5.37
H 7.76 -0.98 6.65
H 7.53 1.36 5.29
N 4.46 -4.75 3.70
C 4.18 -6.09 3.57
C 3.11 -6.37 4.37
C 2.71 -5.16 5.00
C 3.56 -4.18 4.57
H 5.20 -4.27 3.24
H 4.78 -6.71 2.93
H 2.65 -7.34 4.49
H 1.90 -5.02 5.69
H 3.61 -3.13 4.80
N -7.49 -3.52 -1.95
C -7.84 -4.83 -2.14
C -8.96 -5.08 -1.39
C -9.31 -3.88 -0.73
C -8.38 -2.93 -1.09
H -6.70 -3.05 -2.37
H -7.26 -5.47 -2.78
H -9.48 -6.03 -1.33
H -10.14 -3.72 -0.06
H -8.28 -1.90 -0.82
N 6.54 4.45 6.50
C 7.30 5.56 6.22
C 7.35 5.70 4.86
C 6.59 4.64 4.29
C 6.10 3.89 5.33
H 6.34 4.11 7.42
H 7.74 6.14 7.01
H 7.88 6.47 4.32
H 6.42 4.45 3.25
H 5.49 3.01 5.34
N 2.47 3.18 5.13
C 1.30 3.88 5.18
C 0.33 3.12 4.58
C 0.94 1.91 4.16
C 2.26 1.98 4.52
H 3.35 3.50 5.50
H 1.25 4.86 5.63
H -0.70 3.40 4.45
H 0.47 1.08 3.65
H 3.07 1.27 4.39
N -3.14 -4.02 -1.81
C -2.34 -4.01 -2.92
C -1.48 -5.08 -2.83
C -1.78 -5.75 -1.62
C -2.81 -5.07 -1.02
H -3.86 -3.34 -1.62
H -2.44 -3.25 -3.68
H -0.73 -5.35 -3.55
H -1.30 -6.64 -1.23
H -3.33 -5.25 -0.09
```

Output
Net charge: 0
SMILES: CCP(C)c1ccc2c(c1)Sc1c(CB(O)O)cccc1N2.c1cc[nH]c1.c1cc[nH]c1.c1cc[nH]c1.c1cc[nH]c1.c1cc[nH]c1.c1cc[nH]c1.c1cc[nH]c1
Highest occupied orbital energy (eV): -8.09
Energy (eV): -83321.3654
Spin multiplicity: 1
Gap between HOMO and LUMO (Eh): 0.30325
LUMO (eV): 0.16

Results of the Mulliken charge analysis, in e, for atoms 1 through 8:
1 C -1.296
2 C -0.121
3 P -0.193
4 C -1.103
5 C 0.661
6 C -0.599
7 C -0.494
8 C -0.236

***

DFT (ωB97M-V/def2-TZVPD) results for a cluster of 9 separate species, C23H45Br12N3O in total in a non-equilibrium geometry.

Geometry as XYZ:
```
84
C23H45Br12N3O | the OMol25 dataset | ωB97M-V/def2-TZVPD
C -3.69 -6.06 -5.79
O -3.07 -6.78 -5.03
N -3.45 -4.75 -5.91
C -4.15 -3.85 -6.84
C -2.58 -4.01 -5.01
H -4.36 -6.51 -6.54
H -3.51 -3.03 -7.18
H -5.05 -3.33 -6.50
H -4.39 -4.35 -7.77
H -3.07 -3.14 -4.56
H -2.14 -4.61 -4.22
H -1.68 -3.67 -5.52
C 4.50 -2.39 2.39
C 5.79 -2.46 1.60
C 5.80 -3.72 0.68
C 6.94 -3.55 -0.12
N 7.87 -3.36 -0.78
H 4.09 -3.25 2.93
H 3.79 -2.05 1.64
H 4.77 -1.64 3.14
H 6.40 -2.68 2.48
H 6.04 -1.63 0.95
H 4.95 -3.80 0.00
H 5.93 -4.66 1.22
C 0.86 2.55 0.47
C 0.18 1.51 1.46
C -0.86 0.64 0.83
C -0.25 -0.38 -0.08
N 0.13 -1.31 -0.75
H 0.84 2.28 -0.58
H 1.88 2.84 0.72
H 0.42 3.54 0.42
H -0.18 1.98 2.37
H 1.01 0.87 1.79
H -1.62 1.33 0.46
H -1.21 0.00 1.65
Br -4.14 1.33 -5.08
C -3.37 2.77 -3.99
C -4.43 3.51 -3.18
Br -5.58 4.65 -4.29
H -2.81 3.31 -4.76
H -2.65 2.31 -3.32
H -3.96 4.25 -2.53
H -5.13 2.97 -2.55
Br -5.43 -1.12 -1.30
C -6.97 -2.10 -2.13
C -6.46 -3.44 -2.72
Br -7.91 -4.75 -2.99
H -7.48 -1.40 -2.79
H -7.58 -2.34 -1.26
H -5.72 -3.99 -2.14
H -5.97 -3.34 -3.69
Br 2.44 9.93 -0.16
C 0.76 9.26 0.58
C 0.97 8.34 1.77
Br -0.75 7.55 2.43
H 0.29 8.73 -0.25
H 0.23 10.15 0.91
H 1.41 8.77 2.67
H 1.56 7.49 1.41
Br 2.66 3.42 5.77
C 3.29 1.69 6.73
C 2.15 0.65 6.72
Br 2.71 -0.91 7.66
H 3.65 2.11 7.67
H 4.15 1.22 6.25
H 1.98 0.27 5.71
H 1.23 1.01 7.18
Br -3.13 -3.73 3.67
C -2.83 -4.11 5.60
C -3.08 -5.59 5.84
Br -3.34 -6.00 7.74
H -3.59 -3.58 6.17
H -1.83 -3.88 5.95
H -2.20 -6.12 5.46
H -4.00 -5.93 5.36
Br 7.64 2.01 -3.07
C 7.42 3.59 -1.86
C 6.02 3.96 -1.66
Br 5.87 5.54 -0.59
H 7.94 4.39 -2.37
H 7.96 3.31 -0.95
H 5.60 3.13 -1.09
H 5.43 4.14 -2.56
```

Output
Net charge: 0
SMILES: CN(C)C=O.BrCCBr.BrCCBr.BrCCBr.BrCCBr.BrCCBr.BrCCBr.CCCC#N.CCCC#N
Highest occupied orbital energy (eV): -9.38
Energy (eV): -871605.9651
Spin multiplicity: 1
Gap between HOMO and LUMO (Eh): 0.33884
LUMO (eV): -0.16

Results of the Mulliken charge analysis, in e, for atoms 1 through 8:
1 C 0.134
2 O -0.577
3 N 0.111
4 C -0.942
5 C -1.039
6 H 0.322
7 H 0.341
8 H 0.283

***

Question: Which of these has the highest net charge?
Answer: H3O5